ORCA calculation (the ωB97M-V functional and the def2-TZVPD basis) on C22H63BaHgN3O21S2 as an isolated structure in a non-equilibrium geometry.

Last column: Mulliken charge in e.
Element x y z (Å)
Ba 5.153 1.372 2.790  1.81
Hg -0.763 -2.735 1.300  0.40
S 1.601 -0.120 -0.788  1.04
O 2.572 0.862 -0.317  -0.71
O 1.858 -1.510 -0.478  -0.55
O 0.325 0.053 -0.097  -0.53
O 1.399 0.070 -2.200  -0.66
S 1.977 -1.764 5.597  1.23
O 2.934 -0.683 5.636  -0.68
O 0.936 -1.665 6.603  -0.50
O 1.362 -1.889 4.312  -0.47
O 2.490 -3.045 6.114  -0.50
C 3.985 -0.266 -6.460  -0.26
C 2.809 -1.267 -6.735  -0.43
O 1.564 -0.715 -6.293  -0.48
O 4.206 0.073 -5.021  -0.46
H 3.926 0.678 -7.001  0.22
H 4.889 -0.769 -6.803  0.27
H 2.995 -2.140 -6.109  0.26
H 2.743 -1.662 -7.749  0.35
H 1.596 -0.423 -5.379  0.27
H 3.389 -0.005 -4.524  0.26
C -3.304 2.572 -1.559  -0.29
C -3.072 2.201 -3.021  -0.43
O -2.392 0.923 -3.228  -0.47
O -2.132 3.114 -0.965  -0.50
H -3.696 1.704 -1.031  0.19
H -4.114 3.301 -1.531  0.34
H -2.564 2.948 -3.632  0.25
H -4.034 2.120 -3.526  0.33
H -1.477 0.968 -2.940  0.27
H -1.544 2.394 -0.724  0.29
C 5.573 -5.052 2.811  -0.36
C 5.956 -3.932 1.823  -0.35
O 5.009 -2.945 1.971  -0.46
O 5.821 -4.745 4.144  -0.52
H 6.185 -5.912 2.538  0.32
H 4.525 -5.293 2.635  0.25
H 5.819 -4.286 0.801  0.29
H 6.983 -3.574 1.901  0.24
H 4.330 -3.051 1.301  0.27
H 5.015 -4.378 4.516  0.30
C 2.490 6.103 -4.695  -0.53
C 2.534 4.645 -4.166  -0.27
O 3.280 4.534 -2.987  -0.51
O 3.756 6.498 -5.197  -0.52
H 2.273 6.848 -3.930  0.30
H 1.731 6.276 -5.458  0.35
H 2.897 4.000 -4.966  0.25
H 1.541 4.264 -3.930  0.31
H 3.141 3.636 -2.677  0.30
H 3.573 7.388 -5.507  0.31
C 1.946 -5.903 -2.633  -0.40
C 1.493 -6.672 -1.350  -0.40
O 1.125 -5.800 -0.266  -0.47
O 3.045 -5.103 -2.203  -0.53
H 1.146 -5.235 -2.952  0.26
H 2.226 -6.616 -3.409  0.31
H 2.380 -7.165 -0.951  0.28
H 0.699 -7.415 -1.426  0.34
H 1.440 -6.256 0.518  0.29
H 2.673 -4.361 -1.720  0.32
C -5.935 -2.938 -2.135  -1.42
C -5.168 -3.558 -0.947  0.60
C -5.417 -5.114 -0.631  -0.67
O -6.820 -5.317 -0.545  -0.40
C -7.501 -4.674 0.498  -0.65
N -3.775 -3.319 -1.197  -0.50
H -5.652 -1.912 -2.369  0.42
H -7.007 -2.865 -1.954  0.31
H -5.944 -3.589 -3.009  0.34
H -5.392 -2.946 -0.073  0.08
H -4.741 -5.553 0.103  0.31
H -5.217 -5.677 -1.543  0.38
H -7.897 -3.718 0.155  0.21
H -6.794 -4.407 1.284  0.31
H -8.388 -5.211 0.833  0.27
H -3.588 -2.425 -1.629  0.16
H -3.480 -3.941 -1.936  0.27
C -4.883 -1.212 5.268  -1.39
C -4.564 -0.075 4.276  0.32
C -4.785 1.398 4.752  -0.80
O -4.773 2.190 3.541  -0.24
C -4.805 3.534 3.825  -0.76
N -3.189 -0.238 3.803  -0.54
H -5.899 -1.149 5.658  0.38
H -4.138 -1.193 6.063  0.34
H -4.814 -2.192 4.795  0.33
H -5.205 -0.380 3.449  0.20
H -4.128 1.666 5.578  0.38
H -5.826 1.544 5.043  0.44
H -5.717 3.743 4.383  0.31
H -4.752 4.112 2.903  0.23
H -4.041 3.828 4.545  0.32
H -2.641 -0.190 4.650  0.24
H -3.014 0.620 3.300  0.27
C 3.645 7.292 0.694  -1.38
C 3.826 6.179 1.777  0.01
C 2.400 5.617 2.111  -0.73
O 2.518 4.549 3.062  -0.28
C 1.197 3.957 3.224  -0.81
N 4.694 5.195 1.157  -0.51
H 4.553 7.851 0.466  0.39
H 2.936 8.065 0.990  0.36
H 3.295 6.917 -0.267  0.42
H 4.334 6.551 2.667  0.35
H 2.024 5.268 1.149  0.39
H 1.756 6.418 2.475  0.39
H 0.777 3.525 2.316  0.38
H 0.481 4.735 3.486  0.31
H 1.389 3.265 4.043  0.28
H 5.612 5.505 0.871  0.27
H 4.229 5.073 0.269  0.25

## Properties
energy above the lowest of the compared OMol25 structures with the same formula, charge and spin	1683.0	kJ/mol
M	1107.80	g mol⁻¹
frontier orbital gap	2.3	eV

---

ORCA calculation (the ωB97M-V functional and the def2-TZVPD basis) on C41H69BCsF4N2O4P3SSi as an isolated structure in a non-equilibrium geometry.

Last column: Mulliken charge in e.
Element x y z (Å)
Cs 0.475 -0.373 -0.048  3.47
C -1.896 -4.194 -1.180  -1.39
C -2.884 -3.027 -1.162  1.84
C -4.324 -3.523 -1.296  -1.77
P -2.275 -1.639 -2.240  1.26
C -1.932 -2.394 -3.908  0.67
C -1.682 -1.268 -4.902  -1.33
C -2.821 -3.467 -4.544  -1.73
C -3.807 -0.602 -2.465  0.11
C -4.895 -1.058 -3.209  -0.29
C -6.083 -0.349 -3.277  -1.02
C -6.198 0.830 -2.559  -1.03
C -5.115 1.302 -1.838  -1.20
C -3.882 0.642 -1.792  0.15
Si -2.303 1.319 -0.844  -1.54
C -3.076 2.801 0.160  0.17
C -3.685 3.900 -0.449  -0.10
C -4.294 4.914 0.273  -0.93
C -4.286 4.857 1.659  -0.99
C -3.667 3.790 2.291  -0.30
C -3.059 2.763 1.569  0.26
P -2.175 1.333 2.369  1.33
C -3.541 0.156 2.827  0.65
C -4.917 0.783 3.027  -1.76
C -3.626 -0.979 1.816  -1.31
C -1.626 1.925 4.056  0.76
C -0.696 3.122 3.896  -1.37
C -2.604 2.137 5.212  -1.71
C -1.442 2.317 -2.303  0.81
C -1.876 2.198 -3.628  -0.58
C -1.209 2.787 -4.689  -0.67
C -0.066 3.538 -4.462  -1.38
C 0.385 3.688 -3.160  0.04
C -0.277 3.099 -2.083  -0.06
P 0.433 3.214 -0.365  0.77
C 0.463 5.028 0.097  0.64
C -0.929 5.532 0.449  -1.42
C 1.117 6.024 -0.858  -1.87
C 2.278 3.034 -0.697  1.47
C 2.647 1.755 -1.444  -1.03
C 3.059 3.126 0.613  -2.03
H -2.052 -4.817 -0.295  0.51
H -0.853 -3.867 -1.176  0.19
H -2.045 -4.833 -2.053  0.19
H -2.809 -2.569 -0.170  -0.99
H -4.510 -4.005 -2.258  0.19
H -5.051 -2.720 -1.179  0.38
H -4.519 -4.266 -0.514  0.51
H -0.961 -2.877 -3.721  0.12
H -2.622 -0.777 -5.167  0.27
H -1.235 -1.663 -5.818  0.54
H -1.007 -0.509 -4.504  0.01
H -3.750 -3.060 -4.944  0.32
H -3.073 -4.275 -3.862  0.26
H -2.293 -3.910 -5.395  0.46
H -4.833 -2.006 -3.721  0.17
H -6.911 -0.733 -3.863  0.36
H -7.128 1.389 -2.566  0.33
H -5.234 2.231 -1.294  0.40
H -3.672 3.959 -1.533  0.38
H -4.763 5.747 -0.241  0.34
H -4.751 5.641 2.246  0.31
H -3.656 3.766 3.371  -0.08
H -3.186 -0.281 3.767  0.71
H -5.288 1.194 2.085  0.18
H -4.915 1.597 3.752  0.39
H -5.635 0.029 3.366  0.48
H -3.899 -0.610 0.823  -0.07
H -4.381 -1.709 2.127  0.39
H -2.671 -1.493 1.741  0.17
H -0.987 1.077 4.343  0.08
H -1.259 4.035 3.687  0.24
H 0.006 2.976 3.072  0.09
H -0.117 3.286 4.808  0.50
H -3.180 3.057 5.116  0.30
H -2.053 2.212 6.155  0.46
H -3.307 1.313 5.321  0.33
H -2.762 1.611 -3.841  0.52
H -1.580 2.649 -5.700  0.34
H 0.474 3.997 -5.283  0.34
H 1.292 4.252 -2.981  0.20
H 1.053 4.998 1.022  0.39
H -1.546 5.605 -0.448  0.35
H -0.866 6.531 0.892  0.54
H -1.450 4.879 1.147  0.00
H 0.569 6.067 -1.802  0.31
H 2.161 5.808 -1.078  0.33
H 1.082 7.027 -0.419  0.51
H 2.566 3.872 -1.339  -0.02
H 2.558 0.874 -0.813  -0.73
H 3.693 1.794 -1.757  0.58
H 2.026 1.612 -2.326  0.20
H 2.674 2.430 1.359  0.28
H 3.042 4.127 1.045  0.36
H 4.103 2.849 0.450  0.52
O 1.457 -0.543 4.496  -0.69
H 1.712 -1.299 3.947  0.31
H 2.083 0.122 4.166  0.37
O -0.974 -1.912 3.627  -0.60
H -0.344 -2.296 3.002  0.33
H -0.417 -1.244 4.059  0.33
O 2.050 0.563 -4.943  -0.71
H 1.546 1.385 -4.953  0.38
H 1.674 0.088 -4.164  0.16
O 1.014 -0.712 -2.669  -0.43
S 1.536 -2.107 -2.501  -0.15
N 1.276 -2.835 -1.258  -0.32
F 4.336 -0.137 1.127  -0.35
B 4.531 0.024 2.506  0.52
F 4.532 -1.246 3.113  -0.35
F 5.733 0.675 2.756  -0.34
F 3.467 0.784 3.051  -0.43
C 4.378 -3.244 0.187  -1.31
C 3.544 -4.057 1.177  2.89
C 2.880 -5.249 0.486  -1.69
C 4.425 -4.516 2.347  -1.77
C 2.490 -3.206 1.751  -0.95
N 1.667 -2.581 2.247  -0.14
H 5.199 -3.881 -0.152  0.46
H 4.777 -2.347 0.651  0.22
H 3.780 -2.955 -0.675  0.12
H 3.667 -5.872 0.055  0.42
H 2.213 -4.911 -0.306  0.22
H 2.315 -5.850 1.201  0.37
H 5.209 -5.162 1.946  0.44
H 3.847 -5.083 3.078  0.38
H 4.878 -3.660 2.842  0.30

## Properties
energy above the lowest of the compared OMol25 structures with the same formula, charge and spin	17.1	kJ/mol
M	1026.80	g mol⁻¹
frontier orbital gap	4.7	eV
total charge	-2